Computed, not measured: a structure of composition C46H114B2F6HgN11O22PbS2 in a non-equilibrium geometry, with wB97M-V/def2-TZVPD.

Summary:
Total energy in eV: -159722.5078
LUMO in eV: -4.144
Charge: +1

CARTESIAN COORDINATES (ANGSTROEM)
Hg1 -3.553 -3.099 3.877
Pb1 5.099 -2.560 -3.077
O1 0.401 -0.278 3.879
C1 0.294 -0.652 2.748
O2 1.231 -0.456 1.797
B1 0.663 -1.106 0.565
O3 -0.539 -1.825 0.993
C2 -0.840 -1.556 2.137
O4 -1.763 -1.936 2.829
O5 1.676 -1.952 -0.059
C3 1.903 -1.566 -1.232
O6 2.802 -1.998 -2.020
C4 0.995 -0.303 -1.529
O7 0.280 -0.108 -0.442
O8 0.990 0.261 -2.601
C5 -6.999 -1.630 6.324
F1 -7.237 -0.425 5.746
F2 -7.434 -1.728 7.578
F3 -7.539 -2.536 5.496
S1 -5.094 -1.933 6.404
O9 -4.552 -1.279 7.596
O10 -4.873 -3.383 6.497
N1 -4.464 -1.413 4.855
S2 -4.149 0.137 4.933
O11 -5.084 1.003 5.655
O12 -2.714 0.415 5.107
C6 -4.444 0.726 3.087
F4 -4.536 2.057 3.003
F5 -3.359 0.347 2.407
F6 -5.527 0.127 2.537
B2 -1.890 -3.779 5.697
H1 -0.942 -4.254 5.898
H2 -2.438 -4.405 5.009
H3 -2.537 -3.697 6.556
H4 -1.827 -2.825 5.196
C7 2.415 -4.379 -4.807
C8 3.756 -5.106 -4.699
C9 4.765 -4.649 -5.739
O13 5.128 -3.235 -5.488
C10 5.782 -2.689 -6.583
N2 4.312 -4.919 -3.392
H5 2.576 -3.313 -4.647
H6 1.799 -4.780 -4.001
H7 1.977 -4.590 -5.782
H8 3.585 -6.179 -4.776
H9 4.241 -4.777 -6.687
H10 5.589 -5.354 -5.627
H11 5.959 -1.633 -6.377
H12 5.291 -2.703 -7.556
H13 6.704 -3.268 -6.633
H14 5.004 -5.651 -3.302
H15 3.666 -5.383 -2.769
C11 0.626 7.269 -1.207
C12 1.963 6.606 -1.488
C13 1.933 5.108 -1.596
O14 1.647 4.451 -0.393
C14 1.292 3.096 -0.572
N3 2.592 7.210 -2.627
H16 0.676 8.307 -0.878
H17 0.103 6.666 -0.465
H18 -0.021 7.148 -2.076
H19 2.614 6.818 -0.640
H20 2.863 4.711 -2.003
H21 1.175 4.847 -2.335
H22 0.551 2.901 -1.347
H23 0.864 2.800 0.385
H24 2.203 2.538 -0.794
H25 2.749 8.189 -2.434
H26 3.494 6.835 -2.886
C15 5.506 -0.812 3.993
C16 4.308 -0.570 3.053
C17 4.429 0.735 2.250
O15 4.259 1.936 3.094
C18 2.949 2.168 3.638
N4 4.140 -1.601 2.074
H27 5.685 0.070 4.609
H28 6.460 -0.978 3.493
H29 5.311 -1.499 4.816
H30 3.388 -0.450 3.625
H31 3.711 0.762 1.430
H32 5.402 0.831 1.769
H33 2.168 2.133 2.879
H34 2.895 3.172 4.060
H35 2.673 1.513 4.465
H36 3.287 -1.417 1.566
H37 3.869 -2.443 2.562
C19 -5.500 -6.430 -0.489
C20 -4.637 -6.680 -1.730
C21 -3.206 -6.065 -1.596
O16 -3.320 -4.716 -1.246
C22 -2.085 -4.059 -1.401
N5 -4.598 -8.126 -1.890
H38 -5.576 -5.368 -0.256
H39 -5.145 -6.934 0.410
H40 -6.495 -6.757 -0.791
H41 -5.210 -6.249 -2.550
H42 -2.713 -6.213 -2.557
H43 -2.569 -6.679 -0.959
H44 -2.072 -3.068 -0.947
H45 -1.810 -3.933 -2.448
H46 -1.249 -4.646 -1.022
H47 -4.013 -8.521 -2.612
H48 -4.319 -8.583 -1.034
C23 1.154 0.258 7.247
C24 0.724 -1.128 7.731
C25 0.755 -1.273 9.289
O17 0.304 -2.583 9.626
C26 0.448 -2.778 11.020
N6 -0.652 -1.307 7.220
H49 2.195 0.341 7.559
H50 0.505 0.975 7.748
H51 1.078 0.342 6.163
H52 1.322 -1.914 7.270
H53 0.034 -0.557 9.685
H54 1.737 -1.069 9.716
H55 -0.173 -2.158 11.666
H56 1.494 -2.608 11.274
H57 0.192 -3.823 11.195
H58 -0.665 -1.070 6.239
H59 -1.120 -0.506 7.619
C27 -2.894 -0.367 -2.496
C28 -3.539 -0.263 -1.120
C29 -4.201 1.100 -0.883
O18 -3.267 2.147 -1.051
C30 -2.325 2.236 0.063
N7 -4.559 -1.309 -0.955
H60 -1.979 0.224 -2.450
H61 -3.577 -0.074 -3.293
H62 -2.511 -1.361 -2.724
H63 -2.870 -0.456 -0.282
H64 -4.757 1.269 0.039
H65 -5.048 1.195 -1.563
H66 -1.710 3.107 -0.165
H67 -1.679 1.358 0.031
H68 -2.780 2.365 1.045
H69 -5.291 -1.175 -1.638
H70 -4.230 -2.179 -1.348
C31 1.569 0.036 -8.412
C32 1.593 -0.420 -6.932
C33 0.486 -1.372 -6.581
O19 -0.842 -0.870 -6.646
C34 -1.523 -0.948 -5.418
N8 2.851 -1.050 -6.743
H71 2.427 0.642 -8.703
H72 0.712 0.704 -8.504
H73 1.474 -0.739 -9.173
H74 1.504 0.481 -6.325
H75 0.672 -1.881 -5.635
H76 0.457 -2.198 -7.292
H77 -0.941 -0.628 -4.554
H78 -1.842 -1.973 -5.228
H79 -2.393 -0.294 -5.466
H80 2.901 -1.868 -7.333
H81 3.590 -0.576 -7.242
C35 -2.969 5.378 -3.220
C36 -3.146 4.148 -4.122
C37 -1.905 3.216 -4.030
O20 -0.784 3.874 -4.518
C38 0.329 2.995 -4.629
N9 -4.220 3.335 -3.551
H82 -2.061 5.909 -3.505
H83 -2.757 5.057 -2.200
H84 -3.897 5.949 -3.258
H85 -3.358 4.469 -5.143
H86 -2.103 2.364 -4.680
H87 -1.725 2.839 -3.023
H88 0.402 2.358 -3.747
H89 1.273 3.521 -4.769
H90 0.152 2.282 -5.435
H91 -3.778 2.854 -2.781
H92 -4.980 3.902 -3.204
C39 -4.444 5.227 4.081
C40 -2.919 5.365 4.360
C41 -2.259 3.963 4.737
O21 -0.887 4.044 4.971
C42 -0.362 2.797 5.344
N10 -2.317 5.994 3.206
H93 -4.892 4.841 4.997
H94 -4.602 4.520 3.266
H95 -4.979 6.128 3.779
H96 -2.654 5.994 5.210
H97 -2.465 3.275 3.916
H98 -2.830 3.590 5.587
H99 -0.297 2.247 4.405
H100 -0.893 2.168 6.059
H101 0.659 3.003 5.667
H102 -2.430 5.412 2.388
H103 -1.324 6.130 3.324
C43 4.125 1.683 -4.987
C44 4.785 0.549 -4.196
C45 4.989 0.879 -2.719
O22 5.689 -0.241 -2.054
C46 6.209 0.133 -0.734
N11 3.937 -0.607 -4.276
H104 3.212 1.928 -4.443
H105 3.977 1.528 -6.055
H106 4.733 2.587 -5.029
H107 5.769 0.216 -4.525
H108 4.017 0.987 -2.237
H109 5.593 1.778 -2.592
H110 7.143 0.691 -0.790
H111 6.479 -0.772 -0.189
H112 5.438 0.705 -0.217
H113 3.681 -0.760 -5.241
H114 3.043 -0.242 -3.978